DFT (wB97M-V/def2-TZVPD) results for a cluster of 13 separate species, C5H36O14 in total at a distorted geometry.

Spin multiplicity: 2
Calculated total energy, Ha: -1265.066174
Gap between HOMO and LUMO (spin up / spin down), eV: 10.2480 / 4.8900
Highest occupied orbital energy (spin up / spin down), eV: -13.1 / -13.1
Total charge: +1
Max |F|, eV/Å: 2.33

XYZ file:
```
55
Properties=species:S:1:pos:R:3:forces:R:3
C -0.97639 -3.24367 -1.96371 2.225 -0.538 -0.269
O -1.42964 -1.91548 -2.09723 -0.462 -0.230 -0.113
C 0.26884 -3.32777 -0.98632 -2.120 -0.524 0.375
C 0.73962 -1.98729 -0.43373 0.888 -1.521 1.523
C 2.04920 -2.22709 0.37488 -0.932 0.525 0.410
C 1.83229 -2.60346 1.89488 1.160 1.138 -0.383
O 2.37641 -1.55814 2.69357 -0.254 -0.276 -0.132
H -1.66970 -4.02533 -1.62779 -0.552 0.748 -0.144
H -0.60315 -3.57674 -2.93717 -0.435 0.342 -0.105
H -1.62424 -1.57158 -1.22130 -0.196 0.007 -0.106
H 1.10650 -3.88076 -1.39121 0.032 -0.088 -0.379
H -0.21433 -3.98336 -0.21361 1.253 0.662 0.178
H 0.00079 -1.59449 0.26588 -0.011 0.371 -0.135
H 1.00989 -1.25148 -1.15333 -0.298 0.475 -0.871
H 2.59387 -3.09136 0.01191 0.271 0.066 -0.333
H 2.64413 -1.31004 0.28235 0.132 -0.559 0.224
H 2.44317 -3.44768 2.15968 -0.204 -0.526 0.335
H 0.78765 -2.71740 2.18352 -0.229 0.097 -0.399
H 2.17901 -0.59777 2.38619 0.084 0.044 -0.368
H -0.40943 2.21892 -4.76329 0.023 0.102 -0.090
H -1.56385 1.55608 -4.10711 -0.064 0.115 -0.007
O -1.22314 2.43982 -4.29738 -0.120 0.048 -0.157
H -3.58474 2.63270 -0.16416 -0.054 0.046 -0.500
H -3.68545 1.31729 -1.00030 0.124 0.445 -0.011
O -3.63283 1.67403 -0.10742 -0.151 -0.435 0.770
H -1.79984 4.02894 0.24707 0.089 0.067 0.430
H -1.57965 4.74106 -0.98961 -0.042 0.300 -0.089
O -1.79307 4.93571 -0.07007 -0.026 -0.039 -0.020
H 1.10249 0.99395 -3.32033 0.065 0.022 -0.242
H 0.58129 -0.37544 -3.62059 -0.221 -0.326 -0.203
O 0.63903 0.49803 -4.01571 0.435 0.023 0.575
H -2.83067 0.30209 1.49613 -0.062 -0.382 -0.909
H -1.72790 -0.69816 0.87432 -0.634 0.089 -0.155
O -1.93676 -0.05861 1.55460 -0.051 0.536 0.147
H 3.56634 0.59232 1.01000 0.067 0.267 -0.085
H 2.22101 1.46737 1.05263 -0.026 -0.157 0.209
O 2.74030 0.73288 1.47887 -0.370 -0.394 0.313
H -0.98856 -0.16675 3.01846 -0.135 -1.888 0.786
H -1.61221 -1.43343 3.80046 0.305 0.553 -0.259
O -0.78164 -1.03462 3.49093 0.285 1.066 -0.055
H 0.33508 -3.31430 4.01169 -0.060 -0.046 0.275
H 0.56013 -1.85023 4.39914 -0.280 -0.552 0.301
O 0.82240 -2.76535 4.63587 0.480 0.381 -0.071
H 0.27639 2.45951 1.46236 -0.080 1.274 0.097
H 1.30001 3.45412 0.56224 -0.736 0.590 0.696
O 0.96071 2.59079 0.78720 0.788 -1.775 -0.859
H 3.56340 1.52621 -2.79675 0.033 -0.072 0.045
H 2.70020 2.66153 -2.29226 0.024 0.023 0.122
O 2.91108 1.73647 -2.11755 -0.156 0.034 -0.193
H -2.01234 2.14723 1.68667 0.481 0.084 -0.449
H -1.87599 2.48974 3.10642 0.521 0.425 0.267
O -1.37149 2.56431 2.28388 -0.897 -0.326 0.166
H -1.18920 2.93282 -2.57238 -0.396 -0.313 0.464
H -0.75060 2.16076 -1.32117 0.038 0.062 0.182
O -1.44438 2.75305 -1.63032 0.453 -0.061 -0.802
```
Positions in Å, forces in eV/Å.